{"formula": "C10H35O7", "method": "ωB97M-V/def2-TZVPD", "charge": 1, "e_above_lowest_kcal_mol": 113.9, "fmax_ev_per_a": 2.909, "orbital_gap_ev": 7.3, "homo_ha": -0.441, "symbols": ["O", "H", "H", "H", "C", "C", "C", "O", "H", "H", "H", "H", "H", "H", "H", "H", "C", "C", "C", "O", "H", "H", "H", "H", "H", "H", "H", "H", "C", "O", "H", "H", "H", "H", "C", "O", "H", "H", "H", "H", "C", "O", "H", "H", "H", "H", "C", "O", "H", "H", "H", "H"], "xyz": [[-0.73279, 1.99285, -1.53758], [-0.36071, 1.82969, -2.40737], [-0.23739, 1.77465, -0.74476], [-0.97753, 2.92113, -1.53721], [4.13798, 0.37432, 3.87587], [3.77118, 1.36615, 2.63148], [4.37073, 0.97764, 1.27843], [2.38154, 1.54443, 2.51310], [4.73927, 0.84214, 4.65542], [4.52232, -0.53962, 3.42300], [3.19129, 0.17127, 4.37653], [4.22854, 2.33700, 2.82221], [5.42436, 0.69932, 1.30078], [4.18276, 1.87259, 0.68528], [3.82133, 0.08981, 0.96539], [2.15329, 2.09727, 3.26401], [-1.78733, -6.24437, -1.27245], [-0.47814, -5.51319, -0.93863], [0.76919, -5.82198, -1.79646], [-0.69039, -4.09493, -0.98522], [-2.16617, -5.90815, -2.23762], [-2.62565, -5.89509, -0.66970], [-1.76089, -7.32865, -1.38080], [-0.28241, -5.83291, 0.08487], [0.68976, -5.66376, -2.87199], [1.06750, -6.86071, -1.65445], [1.64972, -5.24763, -1.50857], [-1.21163, -3.88593, -0.20661], [-5.95444, 3.32915, 1.51691], [-5.08211, 3.90415, 0.57101], [-6.10531, 2.29035, 1.22322], [-5.44595, 3.40623, 2.47795], [-6.88048, 3.86548, 1.72406], [-5.13441, 4.85957, 0.64877], [-2.91305, -2.82671, 4.94145], [-2.85308, -1.83839, 3.84196], [-3.11270, -2.35214, 5.90220], [-3.76775, -3.46598, 4.72031], [-1.98821, -3.39311, 5.05091], [-2.07208, -1.28708, 3.92980], [0.04775, 7.69406, -1.22228], [0.44098, 6.82845, -2.25222], [0.93429, 8.19372, -0.83179], [-0.64161, 8.40703, -1.67454], [-0.42264, 7.11051, -0.43090], [0.45320, 7.33708, -3.06632], [2.47135, -0.63789, -6.23095], [1.21150, -0.40592, -5.71943], [3.15990, -0.07704, -5.59894], [2.74697, -1.69228, -6.25075], [2.53680, -0.30131, -7.26561], [0.58134, -1.00128, -6.13180]], "forces_ev_per_a": [[-1.1828, 0.4001, -0.2415], [0.9005, -0.8978, -0.6435], [0.9042, -0.5581, 0.5235], [-0.5445, 1.0501, 0.3566], [-1.2676, 1.1913, -1.7343], [2.3155, -0.5518, 1.6725], [-1.0431, -0.3217, 0.8837], [-0.4693, 0.0384, -0.3201], [0.5208, -0.1506, -0.4783], [0.2750, -0.0396, 0.5864], [-0.0830, -0.3219, -0.1278], [-0.0384, 0.2099, 0.4696], [-0.0403, 0.3558, 0.2222], [0.1897, -0.4627, -0.6698], [-0.0644, 0.0847, -0.6091], [-0.3709, -0.0078, 0.0273], [-0.3594, 0.6974, -1.5736], [0.0997, -0.4341, -0.2786], [-0.1211, -0.4122, 0.1924], [0.0627, -0.2195, 0.1683], [0.3914, 0.0967, -0.5088], [0.2890, -0.3677, 0.7811], [0.2643, 0.0165, 0.5943], [0.5399, 0.2725, 0.2383], [-0.5992, 0.0649, 0.0085], [-0.1752, -0.1491, -0.0247], [-0.2588, 0.2648, 0.4047], [-0.1444, 0.2074, 0.0140], [0.5486, 0.0388, 1.1276], [-0.0106, 0.4374, -0.8538], [-0.2214, 0.1794, 0.1999], [0.0395, -0.6581, 0.3341], [-0.3009, -0.0444, -0.8009], [0.0116, 0.0375, -0.0296], [-0.0826, 1.1124, -0.7245], [-0.1890, -1.0780, 0.9006], [-0.0173, 0.2510, -0.0411], [0.2851, -0.0489, -0.1267], [-0.0530, -0.1095, -0.3106], [0.0762, -0.1270, 0.2917], [0.0762, 0.4438, -0.1248], [0.1932, -1.0970, -0.7233], [-0.1637, 0.2637, 0.2630], [-0.1936, 0.2826, 0.6984], [-0.0880, 0.1451, -0.0443], [0.1361, -0.1329, -0.0442], [1.1157, -0.1040, -0.6760], [-1.6189, 0.1357, 0.7963], [0.1943, -0.1314, -0.2330], [0.0768, -0.1321, 0.3150], [0.2322, 0.2732, -0.0935], [-0.0366, 0.0072, -0.0334]]}